[1]
{"formula": "C30H27BN7O14", "method": "ωB97M-V/def2-TZVPD", "elements": ["O", "C", "O", "B", "O", "C", "O", "O", "C", "O", "C", "O", "O", "C", "C", "N", "H", "H", "H", "C", "C", "N", "H", "H", "H", "C", "C", "N", "H", "H", "H", "C", "C", "N", "H", "H", "H", "C", "C", "C", "C", "C", "C", "N", "O", "O", "H", "H", "H", "H", "H", "C", "C", "C", "C", "C", "C", "N", "O", "O", "H", "H", "H", "H", "H", "C", "C", "C", "C", "C", "C", "N", "O", "O", "H", "H", "H", "H", "H"], "xyz": [[-2.1876, 2.9775, 2.0321], [-1.4402, 2.0482, 1.6135], [-0.2461, 1.6876, 2.0029], [0.3182, 0.6141, 1.1215], [-0.7298, 0.4824, 0.0649], [-1.7960, 1.1677, 0.4151], [-2.9132, 1.1796, -0.1807], [0.6349, -0.5896, 1.8626], [1.9631, -0.7710, 1.8592], [2.6428, -1.7004, 2.3468], [2.6130, 0.3737, 1.0190], [1.5514, 1.0474, 0.5098], [3.7763, 0.4729, 0.7252], [-4.8850, 0.1614, 1.8930], [-4.9758, 1.5057, 2.3706], [-5.0762, 2.6194, 2.7244], [-3.8346, -0.1108, 1.9967], [-5.2346, 0.0939, 0.8628], [-5.5469, -0.4713, 2.4843], [7.0191, 1.3421, 1.4524], [6.4775, 0.3018, 2.2945], [6.1192, -0.5681, 2.9835], [7.4363, 2.2446, 1.8991], [6.1504, 1.7295, 0.9200], [7.8405, 0.9661, 0.8424], [0.1381, -4.9577, 1.9645], [1.0317, -4.4539, 2.9574], [1.6938, -4.0803, 3.8390], [-0.7386, -5.4175, 2.4206], [0.6315, -5.6162, 1.2495], [-0.2021, -4.0964, 1.3897], [1.0599, 5.8604, 0.2587], [-0.3415, 5.7208, 0.7154], [-1.4459, 5.6845, 1.1471], [0.9941, 5.4960, -0.7665], [1.6020, 5.1649, 0.8994], [1.5455, 6.8214, 0.4282], [0.2479, -0.6028, -2.5681], [-0.3274, -1.7370, -2.0749], [0.3916, -2.7236, -1.4957], [1.8024, -2.5882, -1.4654], [2.4295, -1.4524, -2.0292], [1.5968, -0.4180, -2.5202], [2.6577, -3.6628, -0.9155], [3.8454, -3.4722, -0.7548], [2.1424, -4.7349, -0.6002], [-0.3225, 0.2615, -2.8747], [-1.4033, -1.8318, -2.0786], [-0.1305, -3.5927, -1.1237], [3.5068, -1.3838, -2.0634], [2.1530, 0.4100, -2.9343], [-0.6228, 3.2425, -3.3475], [0.2323, 3.0958, -2.2926], [1.5814, 2.8838, -2.4359], [2.1385, 2.9385, -3.7235], [1.2915, 3.1213, -4.8262], [-0.1015, 3.2703, -4.6363], [3.6254, 2.6926, -3.8163], [4.2921, 2.4382, -2.8466], [4.1236, 2.7210, -4.9199], [-1.6859, 3.2082, -3.1602], [-0.1229, 3.0048, -1.2767], [2.1139, 2.6212, -1.5337], [1.7275, 3.2070, -5.8105], [-0.7796, 3.2734, -5.4769], [-2.3292, -2.7629, 2.2597], [-3.4523, -3.2173, 2.9974], [-4.7307, -3.2433, 2.4162], [-4.9128, -2.8376, 1.1131], [-3.8567, -2.3463, 0.3832], [-2.5915, -2.2701, 0.9603], [-6.3628, -2.9723, 0.5082], [-6.6470, -2.4057, -0.5777], [-7.1688, -3.4953, 1.2631], [-1.3744, -2.7539, 2.7645], [-3.3000, -3.4925, 4.0306], [-5.5795, -3.5609, 3.0037], [-4.0145, -1.8753, -0.5758], [-1.7286, -1.8867, 0.4362]], "molar_mass_g_mol": 720.4, "e_tot_ha": -2620.85234, "homo_lumo_gap_ev": 8.6038, "lumo_ha": 0.0366, "charge": -1}

[2]
{"formula": "C3H8N2O2", "method": "ωB97M-V/def2-TZVPD", "elements": ["N", "C", "C", "N", "C", "O", "O", "H", "H", "H", "H", "H", "H", "H", "H"], "xyz": [[2.5896, -0.6277, 0.5097], [1.4518, 0.3126, 0.2564], [0.0946, -0.2732, -0.1573], [-1.0250, 0.6691, 0.0479], [-2.2412, 0.4145, -0.4496], [-3.2500, 1.0803, -0.3720], [-2.3473, -0.8200, -1.0715], [2.3303, -1.3471, 1.1704], [3.4187, -0.1332, 0.9374], [1.2237, 0.6748, 1.2640], [1.7546, 1.0317, -0.4837], [-0.0424, -1.2169, 0.3803], [0.1476, -0.4821, -1.2263], [-0.7981, 1.6375, 0.3067], [-3.3070, -0.9201, -1.1122]], "molar_mass_g_mol": 104.1, "e_tot_ha": -379.10973, "homo_lumo_gap_ev": 10.3437, "smiles": "NCCNC(=O)O", "lumo_ha": 0.0276, "e_above_lowest_ev": 0.851}

[3]
{"formula": "C28H97FeN34O21", "method": "ωB97M-V/def2-TZVPD", "elements": ["Fe", "C", "C", "O", "H", "H", "H", "H", "H", "C", "O", "N", "N", "H", "H", "H", "H", "C", "O", "N", "N", "H", "H", "H", "H", "C", "O", "N", "N", "H", "H", "H", "H", "C", "O", "N", "N", "H", "H", "H", "H", "C", "O", "N", "N", "H", "H", "H", "H", "C", "O", "N", "N", "H", "H", "H", "H", "C", "O", "N", "N", "H", "H", "H", "H", "C", "O", "N", "N", "H", "H", "H", "H", "C", "O", "N", "N", "H", "H", "H", "H", "C", "O", "N", "N", "H", "H", "H", "H", "C", "O", "N", "N", "H", "H", "H", "H", "C", "O", "N", "N", "H", "H", "H", "H", "C", "O", "N", "N", "H", "H", "H", "H", "C", "O", "N", "N", "H", "H", "H", "H", "C", "O", "N", "N", "H", "H", "H", "H", "C", "O", "N", "N", "H", "H", "H", "H", "C", "O", "N", "N", "H", "H", "H", "H", "C", "C", "C", "O", "H", "H", "H", "H", "H", "H", "H", "H", "C", "C", "C", "O", "H", "H", "H", "H", "H", "H", "H", "H", "C", "C", "C", "O", "H", "H", "H", "H", "H", "H", "H", "H"], "xyz": [[-16.6187, -21.3942, 11.8791], [-13.7902, -18.2378, 11.4930], [-14.5166, -19.4842, 10.9828], [-14.9803, -20.2278, 12.0873], [-13.2200, -17.7188, 10.6985], [-13.1125, -18.3634, 12.3349], [-14.5117, -17.4425, 11.6914], [-13.7937, -20.0190, 10.3050], [-15.4233, -19.2753, 10.4463], [-11.1634, -21.6043, 7.9365], [-10.4451, -22.0816, 8.8435], [-12.4983, -21.8269, 7.8658], [-10.5256, -20.9333, 6.8755], [-13.0302, -22.1634, 8.6313], [-12.9873, -21.5255, 7.0499], [-9.5365, -20.9100, 6.9263], [-10.9598, -20.0713, 6.5887], [-13.5518, -19.9235, 16.2140], [-13.5159, -19.4464, 17.3163], [-13.9508, -19.1922, 15.1300], [-13.1844, -21.1823, 16.0007], [-14.5491, -18.4976, 15.5314], [-14.2420, -19.5626, 14.2200], [-12.9079, -21.3368, 15.0180], [-12.6746, -21.6865, 16.7124], [-14.2837, -23.2074, 4.0050], [-14.4667, -22.9144, 5.1517], [-15.3284, -23.0421, 3.0767], [-13.0584, -23.7880, 3.5974], [-15.1968, -23.2033, 2.0982], [-16.0095, -22.4093, 3.3896], [-12.4070, -23.7157, 4.3499], [-12.6268, -23.3363, 2.8158], [-13.3356, -14.0780, 7.5732], [-13.1522, -14.6142, 6.5079], [-12.5958, -14.3118, 8.6263], [-14.3687, -13.1716, 7.7021], [-12.8154, -13.9395, 9.5313], [-12.0835, -15.1487, 8.5325], [-14.5760, -12.8240, 6.7707], [-13.9341, -12.4457, 8.2918], [-15.6151, -22.7761, 9.2121], [-15.6236, -22.7444, 10.4587], [-16.0648, -21.8866, 8.3060], [-14.8962, -23.7749, 8.5893], [-16.4188, -20.9501, 8.5131], [-16.0585, -22.2135, 7.3637], [-14.4942, -24.5758, 9.0632], [-14.8396, -23.7133, 7.5700], [-12.2976, -15.1628, 17.1894], [-12.9068, -14.9602, 18.2460], [-12.5269, -16.2271, 16.4069], [-11.5269, -14.1770, 16.6443], [-11.9984, -16.4600, 15.6096], [-12.8189, -17.0836, 16.8178], [-11.9071, -13.3115, 16.9909], [-11.4784, -14.0768, 15.6460], [-17.0607, -16.8541, 14.2305], [-16.7012, -17.5789, 15.1572], [-17.5335, -15.5047, 14.5243], [-17.0601, -17.2368, 12.8855], [-17.6648, -15.2708, 15.5223], [-18.1341, -15.0490, 13.8393], [-16.5402, -18.0743, 12.6778], [-16.9292, -16.4586, 12.2630], [-18.7991, -19.6908, 10.7285], [-17.6814, -20.2313, 10.5675], [-19.4943, -19.2533, 9.6242], [-19.4978, -19.5221, 11.8903], [-20.3012, -18.6292, 9.6409], [-18.9616, -19.1917, 8.7907], [-19.1474, -19.7812, 12.8160], [-20.3799, -19.0280, 11.8102], [-14.1921, -14.3026, 12.2698], [-13.5056, -14.2283, 11.2702], [-13.6848, -14.6100, 13.5464], [-15.5839, -14.1096, 12.2357], [-12.6876, -14.8445, 13.6927], [-14.3336, -15.1204, 14.1380], [-16.0434, -14.2820, 13.1481], [-16.1336, -14.4649, 11.4447], [-16.9350, -15.5739, 9.2476], [-17.3547, -16.6944, 9.5331], [-17.7545, -14.4399, 8.9004], [-15.6258, -15.3715, 9.0636], [-17.2748, -13.5694, 9.0835], [-18.6962, -14.5437, 9.2429], [-15.2467, -14.4979, 8.6900], [-14.9235, -16.0910, 9.2662], [-17.1366, -21.2164, 15.2030], [-17.7423, -21.0043, 14.1181], [-16.4182, -22.3156, 15.5886], [-17.1882, -20.1896, 16.1767], [-16.1453, -22.9188, 14.8176], [-15.8087, -22.1836, 16.3745], [-16.3004, -20.0729, 16.6261], [-17.5225, -19.3053, 15.7814], [-10.2623, -15.7541, 13.1910], [-10.6972, -14.7175, 13.7508], [-8.9455, -16.2086, 13.3558], [-10.9086, -16.5018, 12.2680], [-8.6910, -17.0834, 12.9418], [-8.2420, -15.7608, 13.9233], [-11.8259, -16.1818, 12.0749], [-10.5845, -17.4214, 11.9675], [-18.9176, -12.6846, 12.6191], [-18.5945, -13.7548, 12.0986], [-18.0633, -11.6644, 12.9608], [-20.2860, -12.4257, 12.8937], [-18.4541, -10.7663, 13.1360], [-17.0560, -11.6294, 12.6617], [-20.7358, -13.2306, 13.2819], [-20.4719, -11.5428, 13.3096], [-14.1574, -23.2110, 13.1434], [-15.3620, -23.0120, 12.9586], [-13.1372, -22.2895, 12.9254], [-13.6303, -24.3618, 13.8372], [-12.2011, -22.7162, 12.8030], [-13.4550, -21.4027, 12.4637], [-14.1301, -25.1808, 13.5988], [-12.6413, -24.4584, 13.9016], [-18.4572, -24.0575, 11.9861], [-18.1270, -22.8825, 11.7660], [-17.5548, -24.9278, 12.6295], [-19.6993, -24.6048, 11.6276], [-16.6163, -24.5733, 12.6814], [-17.8090, -25.8972, 12.7339], [-20.2896, -24.1279, 10.9780], [-19.9268, -25.5620, 11.6380], [-9.6684, -19.9443, 11.4311], [-9.5712, -18.8155, 11.9588], [-10.8052, -20.7044, 11.2215], [-8.5506, -20.5977, 10.9377], [-11.6829, -20.2481, 11.4833], [-10.8299, -21.2773, 10.3743], [-7.6927, -20.0799, 10.8283], [-8.6204, -21.3034, 10.1876], [-14.6932, -18.4043, 7.1006], [-13.8004, -18.7315, 7.8223], [-15.9759, -18.2953, 7.5281], [-14.3624, -18.2289, 5.7871], [-16.6700, -18.0908, 6.8328], [-16.2325, -18.1697, 8.4613], [-13.3738, -18.2025, 5.6565], [-14.9866, -17.6217, 5.2675], [-8.8949, -20.1429, 15.8882], [-8.1002, -19.0631, 16.5850], [-6.6918, -19.5264, 16.9405], [-8.0188, -17.9072, 15.6917], [-8.9716, -20.9524, 16.6203], [-8.3365, -20.4817, 15.0253], [-9.8728, -19.7314, 15.5328], [-8.6068, -18.6488, 17.4312], [-6.8033, -20.4044, 17.5893], [-6.0611, -18.7081, 17.2985], [-6.1328, -19.8516, 16.0373], [-8.7959, -17.3818, 15.8720], [-9.7135, -10.9708, 12.1599], [-8.7374, -11.8336, 11.3703], [-7.6045, -10.9558, 10.8368], [-8.2117, -12.9746, 12.1100], [-10.5602, -11.5393, 12.5642], [-10.1792, -10.3066, 11.4521], [-9.1890, -10.4117, 12.9369], [-9.2617, -12.1926, 10.4363], [-7.2555, -10.2385, 11.5752], [-7.8388, -10.3030, 10.0142], [-6.8202, -11.6932, 10.5780], [-8.9068, -13.2847, 12.6882], [-10.6047, -18.0814, 9.0342], [-10.4852, -17.0365, 7.9504], [-9.5369, -15.9120, 8.3659], [-10.0476, -17.6423, 6.7301], [-10.7217, -17.5958, 10.0066], [-9.6864, -18.6649, 9.2129], [-11.4179, -18.8037, 8.9194], [-11.5086, -16.6601, 7.9180], [-9.5292, -15.1910, 7.5531], [-8.5357, -16.2236, 8.6023], [-9.8455, -15.4556, 9.3129], [-9.9681, -16.9326, 6.0754]], "s_squared": 6.01, "multiplicity": 5, "molar_mass_g_mol": 1302.1, "e_tot_ha": -5831.12784, "homo_lumo_gap_ev": [8.5077, 8.5067], "lumo_ha": [-0.0663, -0.0664], "charge": 1}

[4]
{"formula": "C5H8N2", "method": "ωB97M-V/def2-TZVPD", "elements": ["C", "C", "C", "C", "C", "N", "N", "H", "H", "H", "H", "H", "H", "H", "H"], "xyz": [[0.7269, 2.5569, 0.2343], [-1.5659, 1.6554, 0.3523], [-0.2273, 1.5927, -0.1258], [0.6068, -1.7061, 0.8436], [0.0656, 0.5847, -1.0318], [1.7480, 3.0129, 0.5114], [1.1566, 0.4424, -1.8067], [-2.2327, 0.8955, 0.2824], [-1.8095, 2.3926, 1.0770], [0.8995, -2.1466, -0.1101], [1.5431, -1.3953, 1.2868], [-0.3241, -1.6725, 1.2916], [-0.7763, -0.0344, -1.2879], [1.4973, -0.4728, -2.1098], [1.8054, 1.1950, -1.7554]], "molar_mass_g_mol": 96.1, "e_tot_ha": -304.66319, "homo_lumo_gap_ev": [9.0316, 7.0311], "lumo_ha": [0.0053, -0.0009], "e_above_lowest_ev": 4.689}